# 1
A molecular structure, C18H36HgNO11S2, computed with ωB97M-V/def2-TZVPD.

Output
LUMO energy   2.1 eV
Electronic energy   -69108.407 eV

ORCA input file:
```
! wB97M-V def2-TZVPD RIJCOSX def2/J DEFGRID3
* xyz -1 1
Hg -0.331 0.618 0.243
C -4.599 2.584 0.801
C -3.358 2.398 -0.077
O -3.245 3.126 -1.057
O -2.567 1.451 0.292
H -4.314 2.722 1.854
H -5.201 1.673 0.834
H -5.137 3.473 0.486
C 0.246 -1.329 -3.691
C -0.251 -0.715 -2.380
O -1.151 0.122 -2.399
O 0.299 -1.142 -1.298
H 1.330 -1.287 -3.729
H -0.227 -0.844 -4.538
H -0.137 -2.355 -3.644
C 0.776 4.954 -0.480
C 0.512 3.729 -1.355
O 0.306 3.912 -2.554
O 0.490 2.607 -0.736
H -0.170 5.292 -0.050
H 1.228 5.765 -1.050
H 1.452 4.716 0.348
C -1.436 0.529 3.986
C -0.078 1.047 3.551
C 0.989 0.015 3.330
O 0.584 -0.884 2.318
C 1.355 -2.040 2.217
N -0.260 1.795 2.276
H -1.808 -0.090 3.158
H -2.211 1.276 4.120
H -1.297 -0.183 4.802
H 0.276 1.763 4.307
H 1.159 -0.542 4.262
H 1.915 0.500 2.990
H 0.832 -2.919 2.625
H 2.293 -1.970 2.777
H 1.513 -2.239 1.154
H 0.516 2.436 2.108
H -1.055 2.426 2.339
C -3.235 -3.057 -1.987
C -2.149 -4.055 -1.496
C -1.472 -3.524 -0.233
S -2.589 -2.347 0.517
O -1.830 -1.163 0.791
O -3.367 -2.955 1.567
C -3.589 -1.983 -0.942
H -4.117 -3.653 -2.225
H -2.954 -2.576 -2.923
H -1.363 -4.205 -2.238
H -2.619 -5.030 -1.377
H -0.545 -2.993 -0.450
H -1.268 -4.300 0.506
H -3.260 -1.005 -1.292
H -4.612 -2.023 -0.582
C 4.498 -1.061 -1.098
C 3.802 -0.295 -2.288
C 3.592 1.148 -1.883
S 3.402 1.146 -0.121
O 2.123 0.545 0.141
O 3.807 2.408 0.427
C 4.632 -0.135 0.112
H 5.498 -1.421 -1.343
H 3.867 -1.915 -0.866
H 2.815 -0.762 -2.221
H 4.290 -0.444 -3.242
H 2.763 1.718 -2.312
H 4.479 1.738 -2.145
H 4.609 -0.629 1.078
H 5.556 0.437 -0.013
*
```

Results of the natural (NBO) charge analysis, in e, for atoms 1 through 5:
1. Hg 1.663
2. C -0.724
3. C 0.772
4. O -0.686
5. O -0.897

# 2
A molecular structure, C5H5NO, computed with ωB97M-V/def2-TZVPD.

Output
LUMO energy (spin up / spin down)   -0.7 / -1.3 eV
Electronic energy   -8797.098 eV

ORCA input file:
```
! wB97M-V def2-TZVPD RIJCOSX def2/J DEFGRID3
* xyz 0 1
O -2.274 -0.269 -0.391
C -1.220 -0.894 0.283
C 0.089 -0.488 -0.392
C 0.383 0.988 -0.246
C 1.678 1.197 0.142
C 1.361 -0.726 0.288
N 2.385 -0.024 0.437
H -2.035 0.671 -0.444
H -1.175 -0.618 1.347
H -1.373 -1.973 0.210
H 0.156 -0.829 -1.429
H 2.157 2.146 0.360
*
```

Results of the natural (NBO) charge analysis, in e, for atoms 1 through 5:
1. O -0.701
2. C -0.040
3. C -0.436
4. C -0.050
5. C -0.148

# 3
C6H10N2 in the gas phase, computed with ωB97M-V/def2-TZVPD.

Output
LUMO energy   0.9 eV
Electronic energy   -9363.278 eV

ORCA input file:
```
! wB97M-V def2-TZVPD RIJCOSX def2/J DEFGRID3
* xyz 0 1
C 2.114 0.621 -1.181
C 0.685 0.484 -0.799
C -0.436 0.995 -1.426
C -1.569 0.535 -0.721
C -1.120 -0.249 0.327
C -1.918 -1.021 1.317
N 0.251 -0.220 0.298
N 1.085 -0.801 1.276
H 2.640 -0.336 -1.104
H 2.207 0.961 -2.218
H 2.616 1.351 -0.538
H -0.435 1.613 -2.315
H -2.606 0.728 -0.964
H -2.708 -0.392 1.741
H -1.319 -1.404 2.147
H -2.393 -1.875 0.823
H 0.848 -0.438 2.197
H 2.060 -0.553 1.138
*
```

Results of the natural (NBO) charge analysis, in e, for atoms 1 through 5:
1. C -0.649
2. C 0.107
3. C -0.301
4. C -0.305
5. C 0.110

# 4
14 unconnected molecules or ions with the total composition C69H128Cl9F4O28P7, computed with ωB97M-V/def2-TZVPD.

Output
LUMO energy   0.2 eV
Electronic energy   -319571.605 eV

ORCA input file:
```
! wB97M-V def2-TZVPD RIJCOSX def2/J DEFGRID3
* xyz 0 1
C 7.758 5.055 -0.116
C 6.430 4.412 0.064
O 6.523 3.042 0.456
P 6.368 1.753 -0.486
O 6.146 2.121 -1.877
O 5.288 0.870 0.198
C 5.452 -0.058 1.288
C 4.618 0.226 2.477
O 7.672 0.889 -0.150
C 8.955 1.537 -0.098
C 9.396 2.008 -1.470
H 8.276 4.782 -1.016
H 7.503 6.138 -0.288
H 8.462 5.054 0.714
H 5.774 4.789 0.848
H 5.879 4.509 -0.882
H 5.267 -1.025 0.898
H 6.504 -0.037 1.581
H 4.910 1.139 2.950
H 3.540 0.208 2.393
H 4.889 -0.585 3.154
H 8.874 2.385 0.633
H 9.722 0.848 0.282
H 10.078 1.326 -1.983
H 8.546 2.072 -2.093
H 9.941 2.963 -1.476
C 6.249 -6.378 1.002
C 4.809 -6.574 0.719
O 4.149 -5.337 0.542
P 3.960 -4.693 -0.850
O 3.804 -5.502 -2.031
O 2.706 -3.729 -0.582
C 2.863 -2.372 0.005
C 1.539 -1.678 -0.064
O 5.271 -3.761 -0.926
C 5.422 -3.027 -2.124
C 6.721 -2.287 -1.932
H 6.612 -7.325 1.367
H 6.829 -6.015 0.180
H 6.391 -5.727 1.903
H 4.739 -7.090 -0.198
H 4.252 -7.151 1.459
H 3.267 -2.514 1.009
H 3.645 -1.915 -0.585
H 1.432 -0.861 0.633
H 1.261 -1.243 -1.070
H 0.763 -2.406 0.222
H 5.508 -3.776 -2.957
H 4.566 -2.358 -2.345
H 7.494 -2.989 -1.658
H 6.970 -1.607 -2.792
H 6.531 -1.597 -1.085
C -2.114 -1.642 -0.857
C -1.928 -3.082 -1.340
O -2.544 -3.183 -2.674
P -2.869 -4.639 -3.108
O -3.809 -5.308 -2.248
O -3.365 -4.359 -4.574
C -4.734 -4.027 -4.853
C -5.252 -2.774 -4.228
O -1.531 -5.437 -3.307
C -1.139 -6.590 -2.562
C -1.673 -7.819 -3.292
H -3.090 -1.543 -0.493
H -1.485 -1.536 0.009
H -1.852 -0.901 -1.604
H -0.801 -3.169 -1.573
H -2.352 -3.854 -0.693
H -4.717 -3.917 -5.950
H -5.384 -4.885 -4.542
H -4.503 -1.966 -4.378
H -6.148 -2.459 -4.700
H -5.407 -2.888 -3.164
H -0.031 -6.463 -2.373
H -1.625 -6.547 -1.586
H -1.238 -7.860 -4.264
H -1.495 -8.780 -2.823
H -2.723 -7.679 -3.415
C -3.360 1.347 -1.630
C -2.951 2.408 -2.619
O -4.005 3.207 -3.221
P -4.949 2.791 -4.359
O -5.594 3.871 -5.062
O -4.070 1.680 -5.257
C -4.213 1.537 -6.702
C -5.440 0.781 -7.112
O -5.966 1.785 -3.739
C -6.958 2.304 -2.902
C -8.276 1.970 -3.467
H -4.032 0.537 -1.963
H -2.513 0.996 -1.024
H -4.017 1.815 -0.886
H -2.401 3.174 -2.046
H -2.348 2.016 -3.421
H -4.204 2.590 -7.030
H -3.261 1.075 -6.981
H -6.396 1.290 -6.860
H -5.439 0.485 -8.186
H -5.448 -0.129 -6.515
H -6.808 1.878 -1.876
H -6.879 3.369 -2.830
H -8.386 2.384 -4.483
H -8.285 0.876 -3.588
H -9.138 2.186 -2.851
C -7.815 -4.337 -0.748
C -7.097 -3.015 -0.631
O -7.086 -2.529 0.724
P -5.642 -2.176 1.439
O -5.827 -2.142 2.935
O -5.248 -0.747 0.822
C -5.775 0.406 1.512
C -4.763 1.057 2.321
O -4.566 -3.159 0.839
C -4.616 -4.520 1.342
C -3.265 -5.031 1.653
H -8.281 -4.456 -1.752
H -7.154 -5.171 -0.624
H -8.570 -4.475 -0.007
H -6.113 -3.127 -1.032
H -7.558 -2.261 -1.265
H -6.109 1.161 0.746
H -6.647 0.144 2.100
H -5.137 1.998 2.728
H -4.457 0.419 3.140
H -3.833 1.119 1.744
H -5.219 -4.564 2.264
H -5.247 -5.054 0.634
H -2.673 -4.485 2.390
H -3.398 -6.015 2.057
H -2.600 -5.070 0.760
C 1.191 -4.054 -4.141
C 1.866 -2.708 -3.951
O 0.908 -1.794 -3.368
P 0.438 -0.462 -4.006
O -0.413 0.300 -3.058
O 1.712 0.287 -4.572
C 2.369 1.256 -3.752
C 3.388 0.627 -2.812
O -0.183 -0.747 -5.468
C -1.613 -1.095 -5.453
C -2.049 -1.365 -6.857
H 1.041 -4.637 -3.223
H 0.188 -3.878 -4.548
H 1.815 -4.681 -4.816
H 2.706 -2.816 -3.313
H 2.239 -2.365 -4.927
H 2.924 1.869 -4.522
H 1.653 1.870 -3.224
H 3.834 -0.221 -3.332
H 4.221 1.188 -2.573
H 2.926 0.358 -1.899
H -1.742 -1.902 -4.762
H -2.259 -0.215 -5.081
H -1.582 -2.242 -7.286
H -3.120 -1.580 -6.952
H -1.738 -0.433 -7.420
C -2.360 -1.851 4.070
C -1.576 -1.687 2.773
O -0.249 -1.116 3.158
P 0.051 0.435 3.130
O -0.802 1.383 3.876
O 1.579 0.331 3.463
C 1.978 1.132 4.655
C 2.014 2.587 4.296
O 0.009 0.696 1.558
C -0.105 2.096 1.089
C 0.553 2.160 -0.241
H -1.753 -2.407 4.800
H -2.749 -0.876 4.399
H -3.234 -2.464 3.832
H -1.307 -2.594 2.195
H -2.023 -1.032 2.027
H 1.263 0.888 5.513
H 2.988 0.721 4.870
H 0.976 2.844 4.150
H 2.554 3.119 5.115
H 2.481 2.612 3.309
H -1.138 2.302 0.995
H 0.493 2.702 1.774
H 1.656 1.890 -0.182
H 0.080 1.493 -0.977
H 0.453 3.136 -0.689
C -1.467 2.986 6.295
Cl -2.815 2.573 7.374
Cl -0.251 3.809 7.318
Cl -2.086 3.962 4.984
H -1.080 2.108 5.826
C 1.466 -3.191 4.113
Cl 3.084 -3.737 3.697
Cl 1.521 -2.368 5.625
Cl 0.355 -4.552 4.282
H 1.102 -2.493 3.374
C 5.694 3.004 6.711
Cl 5.414 1.473 7.505
Cl 4.527 4.210 7.346
Cl 5.478 2.940 4.988
H 6.692 3.354 6.919
F -0.189 5.980 1.716
C -1.154 5.791 0.770
C -0.833 6.159 -0.487
C -1.852 6.149 -1.442
C -3.138 5.763 -1.093
C -3.414 5.429 0.205
C -2.440 5.469 1.194
H 0.221 6.430 -0.679
H -1.724 6.323 -2.540
H -3.953 5.727 -1.825
H -4.356 5.055 0.485
H -2.634 5.170 2.205
F -4.302 -6.141 4.498
C -4.208 -4.978 5.208
C -5.357 -4.161 5.118
C -5.247 -2.913 5.731
C -4.157 -2.563 6.511
C -3.143 -3.494 6.641
C -3.101 -4.666 5.940
H -6.251 -4.416 4.588
H -6.036 -2.172 5.597
H -4.153 -1.639 7.020
H -2.295 -3.213 7.297
H -2.338 -5.397 5.994
F 3.120 3.732 1.056
C 3.061 4.626 0.053
C 3.201 4.141 -1.246
C 3.185 5.106 -2.256
C 3.044 6.461 -1.982
C 2.929 6.911 -0.683
C 2.924 5.962 0.361
H 3.338 3.076 -1.427
H 3.330 4.741 -3.301
H 3.091 7.163 -2.794
H 2.729 7.970 -0.429
H 2.665 6.232 1.373
F 3.156 8.591 6.955
C 3.281 7.702 5.930
C 4.517 7.638 5.364
C 4.789 6.728 4.368
C 3.805 5.866 3.948
C 2.562 5.982 4.515
C 2.249 6.888 5.561
H 5.312 8.351 5.683
H 5.843 6.668 4.001
H 3.931 5.024 3.265
H 1.791 5.294 4.221
H 1.329 6.917 6.072
*
```

Results of the Mulliken charge analysis, in e, for atoms 1 through 5:
1. C -1.589
2. C 0.508
3. O -0.064
4. P 0.756
5. O -0.980

# 5
A molecular structure, C4H11N2O, computed with ωB97M-V/def2-TZVPD.

Output
LUMO energy   4.3 eV
Electronic energy   -9353.038 eV

ORCA input file:
```
! wB97M-V def2-TZVPD RIJCOSX def2/J DEFGRID3
* xyz -1 1
C 0.098 0.137 -1.007
N -0.999 1.073 -0.863
C -2.231 -0.052 0.072
O -1.739 -0.753 0.978
C 1.158 0.307 0.162
C 1.849 -1.003 0.382
N 0.617 0.898 1.394
H 0.622 0.396 -1.937
H -0.206 -0.927 -0.867
H -1.512 0.975 -1.743
H -2.524 -0.532 -0.966
H -2.973 0.741 0.311
H 1.864 1.102 -0.172
H 1.064 -1.733 0.544
H 2.437 -1.343 -0.473
H 2.492 -0.930 1.261
H 0.113 0.114 1.809
H -0.130 1.530 1.113
*
```

Results of the natural (NBO) charge analysis, in e, for atoms 1 through 5:
1. C -0.260
2. N -0.829
3. C 0.212
4. O -0.821
5. C -0.047

# 6
C22H24N4O3 in the gas phase, computed with ωB97M-V/def2-TZVPD.

Output
LUMO energy   0.2 eV
Electronic energy   -35306.501 eV

ORCA input file:
```
! wB97M-V def2-TZVPD RIJCOSX def2/J DEFGRID3
* xyz 0 1
C -0.779 4.093 -5.460
N -0.131 2.854 -5.091
N -0.482 2.349 -3.917
C 0.025 1.237 -3.489
C -0.486 0.757 -2.195
C -0.901 -0.563 -2.031
C -1.399 -0.990 -0.815
C -1.474 -0.115 0.263
C -2.080 -0.589 1.548
O -3.219 -1.019 1.589
N -1.305 -0.499 2.650
C 0.088 -0.112 2.666
C 0.823 -0.909 3.739
N 0.322 -0.557 5.057
C 0.762 -1.446 6.108
C 0.170 -2.871 6.135
O -1.176 -2.922 6.543
C -1.093 -0.208 5.052
C -1.867 -0.895 3.932
C -1.091 1.211 0.091
C -0.607 1.643 -1.129
C 1.033 0.527 -4.240
C 1.716 -0.604 -3.771
C 2.668 -1.213 -4.555
C 2.976 -0.714 -5.820
C 2.344 0.416 -6.284
C 1.378 1.049 -5.499
C 0.752 2.280 -5.985
O 0.970 2.805 -7.062
H -1.521 4.322 -4.699
H -1.250 3.980 -6.436
H -0.042 4.894 -5.526
H -0.866 -1.246 -2.867
H -1.740 -2.007 -0.692
H 0.194 0.958 2.883
H 0.533 -0.311 1.688
H 0.711 -1.981 3.510
H 1.891 -0.669 3.707
H 1.849 -1.533 6.021
H 0.540 -0.958 7.064
H 0.187 -3.314 5.137
H 0.794 -3.494 6.792
H -1.240 -2.609 7.453
H -1.541 -0.471 6.008
H -1.175 0.879 4.928
H -2.920 -0.604 3.945
H -1.821 -1.983 4.055
H -1.188 1.909 0.910
H -0.316 2.673 -1.270
H 1.499 -0.984 -2.785
H 3.187 -2.086 -4.185
H 3.721 -1.208 -6.425
H 2.575 0.844 -7.247
*
```

Results of the natural (NBO) charge analysis, in e, for atoms 1 through 5:
1. C -0.408
2. N -0.221
3. N -0.198
4. C 0.141
5. C 0.020

# 7
5 unconnected molecules or ions with the total composition CH11O4S, computed with ωB97M-V/def2-TZVPD.

Output
LUMO energy   3.5 eV
Electronic energy   -20240.564 eV

ORCA input file:
```
! wB97M-V def2-TZVPD RIJCOSX def2/J DEFGRID3
* xyz -1 1
C -0.617 -2.038 1.200
S -1.764 -1.061 0.138
H -1.351 -2.255 1.987
H -0.151 -2.884 0.697
H 0.177 -1.493 1.721
H -2.877 1.549 -0.388
H -1.795 1.205 0.757
O -2.247 2.075 0.320
H 0.762 -2.058 -1.436
H 1.130 -0.475 -1.628
O 1.358 -1.416 -1.721
H 1.752 1.378 0.472
H 2.124 0.005 0.245
O 2.002 0.629 0.837
H -0.110 2.248 -0.467
H 0.756 2.289 -1.813
O 0.851 2.302 -0.921
*
```

Results of the natural (NBO) charge analysis, in e, for atoms 1 through 5:
1. C -0.746
2. S -0.744
3. H 0.199
4. H 0.169
5. H 0.192

- Which formula does entry 4 have?
  C69H128Cl9F4O28P7